Molecular formula: C9H16N3
Method: DFT, ωB97M-V with the def2-TZVPD basis set

Last column: Mulliken charge in e.
Cartesian coordinates (Å):
1 C 1.9232 -1.5467 -1.0162  -1.36
2 C -1.1189 0.6743 -1.7058  -0.65
3 C -0.2738 -0.2296 -1.0580  0.11
4 C -0.6800 1.3202 -2.8454  -0.42
5 C 0.9719 -0.5255 -1.5821  0.74
6 C 0.5473 1.0034 -3.4253  -0.60
7 C 1.3453 0.0338 -2.8187  -0.43
8 H -2.0811 0.9497 -1.2951  0.42
9 H -0.4904 -0.4989 -0.0370  0.41
10 H -1.3031 1.9914 -3.4155  0.36
11 H 0.8410 1.5574 -4.3051  0.38
12 H 1.4374 -2.5104 -0.8827  0.33
13 H 2.3382 -1.2929 -0.0348  0.17
14 H 2.0212 -0.4855 -3.4792  0.29
15 H 2.7610 -1.7593 -1.6758  0.37
16 C 0.6819 -0.9621 2.7483  -0.84
17 C -1.1497 0.5069 2.1154  0.48
18 N -0.0739 0.2915 2.8726  -0.21
19 N -1.9573 -0.5063 1.7535  -0.34
20 N -1.3461 1.7224 1.6374  -0.32
21 H 0.4355 1.0815 3.2320  0.25
22 H -1.9076 -1.3874 2.2462  0.20
23 H -2.9413 -0.2474 1.7167  0.29
24 H -2.1575 2.2147 1.2996  0.23
25 H -0.6053 2.3994 1.7696  0.19
26 H 0.9895 -1.3719 3.7075  0.29
27 H 1.6460 -0.7151 2.2904  0.28
28 H 0.1465 -1.7078 2.1877  0.38

Cartesian forces, eV/Å:
-0.2 -0.5 0.5
0.4 0.2 0.1
0.4 1.2 0.5
0.1 -0.1 -0.7
0.8 -0.4 -1.3
-0.2 0.0 1.0
-1.4 -0.1 -0.6
-0.1 -0.2 0.1
-0.2 -0.7 -0.2
-0.3 0.3 0.3
0.1 -0.4 -0.2
-0.3 -0.1 0.1
0.0 0.2 -0.1
1.0 0.3 0.4
0.0 0.3 -0.1
1.2 0.4 0.7
0.2 0.0 0.2
-0.1 -0.8 -0.4
-1.3 0.0 0.6
0.5 1.7 0.4
0.0 0.2 -0.2
0.5 0.1 0.2
0.2 0.1 -0.7
-0.6 -1.0 -0.1
0.1 -0.3 0.1
-0.6 0.0 0.3
-0.3 -0.2 -0.5
0.0 -0.1 -0.3

Properties
Total charge = +1
E = -516.5696 a.u.
ΔE to the lowest compared entry with this formula, charge and spin = 147.6 kJ/mol
Lowest unoccupied orbital energy = -3.18 eV
Multiplicity = 1
Gap between HOMO and LUMO = 8.483 eV
Largest force on an atom = 1.8 eV Å⁻¹


Molecular formula: C9H16N3
Method: DFT, ωB97M-V with the def2-TZVPD basis set

Last column: Mulliken charge in e.
Cartesian coordinates (Å):
1 C -1.9718 2.5326 1.7685  -0.65
2 C -1.8816 2.9830 0.5151  -0.19
3 C -0.9208 0.9904 0.6726  -0.19
4 C 0.8715 -2.3921 0.7823  -1.15
5 C 1.0417 -0.3759 0.6878  -0.86
6 C 1.0195 -1.3880 -0.3666  2.26
7 C 2.3268 -1.6128 -1.2229  -1.52
8 C -0.2089 -1.4923 -1.2201  -1.81
9 C -0.9696 1.9130 -1.5061  -0.69
10 N -1.2536 1.4172 1.9102  -0.04
11 N -1.2762 1.9609 -0.1224  0.22
12 N 0.9859 -1.2934 1.6926  -0.10
13 H -2.2726 3.1852 2.5348  0.38
14 H -2.2614 3.8450 0.0325  0.48
15 H -0.1214 -2.8774 0.8709  0.30
16 H 1.4600 -3.2616 0.9901  0.38
17 H 1.5955 0.4541 0.8409  0.62
18 H 2.1122 -1.1107 -2.2101  0.37
19 H 2.6278 -2.6566 -1.3174  0.32
20 H 3.1743 -1.0904 -0.8394  0.44
21 H -0.3563 -0.7801 -1.9644  0.50
22 H -1.1508 -1.6475 -0.5375  0.32
23 H -0.1557 -2.5279 -1.8729  0.35
24 H -0.2302 1.0765 -1.6804  0.05
25 H -1.8983 1.6504 -2.1586  0.28
26 H -0.3962 2.8041 -1.7603  0.41
27 H -1.1683 0.9198 2.8048  0.24
28 H 1.2785 -1.2254 2.6761  0.27

Cartesian forces, eV/Å:
-0.3 3.3 1.2
-0.9 -0.6 0.2
2.6 -2.4 1.4
-2.0 -2.1 0.9
-1.3 -1.8 2.8
0.4 -2.6 -1.9
-1.3 1.5 -0.7
-2.0 -4.5 0.1
0.3 -1.6 -2.4
-0.4 -1.6 0.4
0.5 -0.4 -1.7
0.5 2.1 0.0
-0.6 0.1 1.3
-0.2 0.5 -0.2
0.0 0.6 -0.4
1.5 0.0 -0.3
1.3 3.0 -0.1
0.4 -0.9 0.7
-0.5 0.1 -0.2
0.6 0.4 0.6
-0.2 1.4 -0.9
1.7 0.7 -1.5
0.1 2.3 1.7
-1.0 1.0 0.3
1.6 1.0 1.1
-0.6 0.2 -0.5
0.0 0.2 -1.0
-0.3 0.0 -0.8

Properties
Total charge = +1
E = -516.4272 a.u.
ΔE to the lowest compared entry with this formula, charge and spin = 521.3 kJ/mol
Lowest unoccupied orbital energy = -3.26 eV
Multiplicity = 1
Gap between HOMO and LUMO = 9.430 eV
Largest force on an atom = 4.9 eV Å⁻¹


Molecular formula: C9H16N3
Method: DFT, ωB97M-V with the def2-TZVPD basis set

Last column: Mulliken charge in e.
Cartesian coordinates (Å):
1 C -2.1684 1.5603 -1.2114  -1.41
2 C -2.0012 -0.2001 0.5915  -0.82
3 C -1.6043 1.0595 0.1322  0.77
4 C -1.9343 -0.4249 1.9856  -0.37
5 C -0.6435 1.7447 0.8018  -0.29
6 C -1.1157 0.3464 2.7986  -0.62
7 C -0.3794 1.4154 2.1829  -0.74
8 H -2.6043 -0.8308 -0.0888  0.51
9 H -2.4991 -1.3031 2.1746  0.40
10 H -3.3178 1.5592 -1.2305  0.30
11 H -1.8313 0.8386 -1.9495  0.32
12 H -0.0477 2.6133 0.3367  0.24
13 H -0.9815 0.1432 3.7624  0.56
14 H 0.3371 1.8581 2.6663  0.69
15 H -1.6304 2.3679 -1.5161  0.46
16 C 2.7708 -0.8490 0.7234  -0.52
17 C 1.3366 -0.9130 -1.4194  0.75
18 N 2.5060 -0.6969 -0.7190  -0.15
19 N 0.2852 -1.5454 -0.9120  -0.25
20 N 1.4635 -0.7439 -2.8028  -0.45
21 H 3.1962 -0.3347 -1.3988  0.22
22 H 0.0236 -1.6409 0.0733  0.20
23 H -0.3238 -1.9715 -1.4594  0.18
24 H 0.7026 -0.9266 -3.3801  0.18
25 H 2.1766 -0.3626 -3.4148  0.18
26 H 2.8894 -1.9710 0.9266  0.30
27 H 1.8153 -0.6641 1.1754  0.02
28 H 3.5796 -0.1282 1.1712  0.32

Cartesian forces, eV/Å:
-1.2 -3.4 1.2
-1.2 1.4 1.1
-0.8 -0.7 -2.5
0.6 -0.6 -2.5
2.0 1.7 2.5
0.4 2.1 -4.6
-4.8 -3.9 -3.9
0.2 0.3 0.7
-0.1 -0.7 1.5
1.9 0.5 0.0
-0.4 -0.6 -0.4
-1.3 -1.3 0.7
0.4 -0.8 3.9
3.8 2.7 2.8
0.6 3.1 -0.6
0.1 -1.0 0.2
3.5 -0.8 -0.8
-1.0 1.1 -2.3
2.9 2.2 3.1
-0.3 -0.1 1.9
-0.2 -0.2 1.4
0.7 0.5 -0.3
-3.3 -2.0 -3.4
-1.9 -0.5 -0.6
0.6 0.1 1.3
0.7 1.7 -0.1
-0.3 0.7 0.7
-1.6 -1.6 -1.3

Properties
Total charge = +1
E = -516.5109 a.u.
ΔE to the lowest compared entry with this formula, charge and spin = 301.8 kJ/mol
Lowest unoccupied orbital energy = -3.01 eV
Multiplicity = 1
Gap between HOMO and LUMO = 8.952 eV
Largest force on an atom = 7.3 eV Å⁻¹


Molecular formula: C9H16N3O
Method: DFT, ωB97M-V with the def2-TZVPD basis set

Last column: Mulliken charge in e.
Cartesian coordinates (Å):
1 C -2.5519 1.7650 0.8231  -1.43
2 C -1.3357 0.9624 1.1800  0.74
3 C -0.0499 1.3445 0.8338  -0.56
4 C -1.4671 -0.1794 1.9876  -0.68
5 C 1.0238 0.5176 1.1641  -0.27
6 C -0.3971 -0.9681 2.3620  -0.81
7 C 0.8684 -0.6508 1.8770  0.27
8 O 1.9933 -1.4094 2.0440  -0.51
9 H -3.4062 1.5305 1.4405  0.40
10 H -2.9331 1.6629 -0.1935  0.26
11 H 0.0409 2.1691 0.1426  0.42
12 H -2.4600 -0.3604 2.3770  0.35
13 H 1.9874 0.9747 0.9818  0.81
14 H -0.6358 -1.7953 3.0064  0.38
15 H 1.8285 -2.1064 2.6531  0.30
16 H -2.3033 2.8165 0.9750  0.37
17 C 1.1710 -2.0886 -1.1951  -0.98
18 C 0.5505 0.1558 -1.9980  0.59
19 N 0.2782 -1.1377 -1.8387  -0.11
20 N 1.7681 0.6359 -1.7549  -0.30
21 N -0.3610 0.8650 -2.6533  -0.41
22 H -0.4448 -1.5809 -2.3611  0.21
23 H 2.3278 0.1749 -1.0579  0.28
24 H 1.9463 1.6069 -1.9481  0.27
25 H -1.2095 0.4402 -2.9845  0.18
26 H -0.3362 1.8596 -2.8002  0.22
27 H 1.8128 -1.7006 -0.4179  0.34
28 H 1.7242 -2.6553 -1.9474  0.32
29 H 0.5706 -2.8489 -0.6974  0.33

Cartesian forces, eV/Å:
0.2 0.6 -0.1
-0.2 -0.7 0.4
-0.8 -1.2 -0.4
-0.2 0.9 -0.1
0.1 1.5 -0.1
-0.4 0.0 -0.4
0.1 0.0 0.2
0.1 0.9 -0.6
-0.1 -0.1 0.4
0.4 -0.2 -0.2
0.4 0.5 0.3
0.0 -0.4 0.0
0.4 -0.6 -0.1
0.4 -0.4 0.1
-0.2 -1.0 0.9
-0.3 0.1 -0.1
-0.2 -1.2 -0.3
-0.1 -1.1 -1.5
1.0 0.1 1.2
-0.4 0.2 0.2
-0.5 0.8 -0.3
-0.7 0.3 -0.2
0.2 0.1 -0.1
0.1 0.0 0.2
0.0 -0.2 0.2
0.4 0.0 0.1
0.1 0.4 -0.1
0.4 0.3 0.0
-0.2 0.2 0.1

Properties
Total charge = +1
E = -591.8392 a.u.
ΔE to the lowest compared entry with this formula, charge and spin = 43.0 kJ/mol
Lowest unoccupied orbital energy = -2.85 eV
Multiplicity = 1
Gap between HOMO and LUMO = 8.762 eV
Largest force on an atom = 1.9 eV Å⁻¹


Molecular formula: C9H16N3O
Method: DFT, ωB97M-V with the def2-TZVPD basis set

Last column: Mulliken charge in e.
Cartesian coordinates (Å):
1 C -1.8315 -1.1514 1.4880  -0.88
2 N -0.5017 -0.7501 1.3359  0.08
3 C 0.4442 -0.8745 2.4108  -0.77
4 C 1.6304 -0.0689 2.0100  -0.58
5 N 1.4880 -0.0554 0.5438  0.21
6 C 2.2100 -1.1507 -0.0820  -0.79
7 C 0.0400 -0.1246 0.2623  0.83
8 C -0.4271 0.4151 -0.8822  -0.31
9 C -1.9172 0.8039 -1.2365  -0.84
10 N -1.8981 1.4719 -2.4327  -0.10
11 C -0.6810 1.7423 -3.0595  0.17
12 O -0.5090 2.3569 -4.0899  -0.57
13 C 0.3946 1.1780 -2.0437  -0.87
14 H -2.2972 -1.0642 0.5108  0.22
15 H -1.8158 -2.3048 1.8649  0.31
16 H -2.3840 -0.5436 2.2885  0.30
17 H 0.6309 -2.0079 2.4350  0.38
18 H 0.1123 -0.6182 3.3906  0.42
19 H 1.6066 0.9539 2.4211  0.38
20 H 2.6412 -0.4558 2.2841  0.38
21 H 1.8062 0.7930 0.1479  0.37
22 H 3.1857 -0.8578 -0.6330  0.33
23 H 2.0757 -2.0293 0.6155  0.31
24 H 1.4725 -1.4804 -0.9576  0.34
25 H -2.4867 -0.1125 -1.2104  0.43
26 H -2.3450 1.5451 -0.4928  0.25
27 H -2.7635 1.6875 -2.9168  0.22
28 H 0.8558 1.9533 -1.4321  0.38
29 H 1.2636 0.7494 -2.5403  0.42

Cartesian forces, eV/Å:
-1.5 -2.2 1.9
1.1 1.5 0.3
0.2 -3.3 0.1
1.4 0.8 0.9
0.0 0.2 -0.3
-1.3 -2.7 -3.5
-0.7 1.2 -1.5
-0.3 1.4 -1.6
0.7 -0.6 3.7
0.9 1.0 -3.7
-0.3 0.1 1.2
0.0 -1.0 1.2
-0.4 -0.3 1.7
-0.4 -0.3 0.3
-0.4 2.6 -1.0
0.6 -0.8 -1.2
0.4 1.3 0.5
-0.7 0.4 0.6
-0.3 -0.3 -0.4
-1.0 0.0 -0.2
0.5 1.3 -0.4
-1.4 -0.7 1.8
1.3 0.9 -0.8
1.9 0.6 1.5
-0.7 -0.1 -0.3
0.5 -1.2 0.0
0.3 0.1 0.1
-0.1 1.0 -0.6
-0.4 -0.7 -0.2

Properties
SMILES = CN1CC[N@@H+](C)/C1=C1/CNC(=O)C1
Total charge = +1
E = -591.7192 a.u.
ΔE to the lowest compared entry with this formula, charge and spin = 358.2 kJ/mol
Lowest unoccupied orbital energy = -3.01 eV
Multiplicity = 1
Gap between HOMO and LUMO = 8.835 eV
Largest force on an atom = 4.6 eV Å⁻¹


Molecular formula: C9H16N4O2
Method: DFT, ωB97M-V with the def2-TZVPD basis set

Last column: Mulliken charge in e.
Cartesian coordinates (Å):
1 C 3.5337 2.7615 -0.7730  -1.05
2 C 3.3945 1.7183 0.2723  -0.01
3 N 2.9276 0.5802 -0.0166  -0.32
4 N 2.7972 -0.3607 0.9356  0.02
5 C 2.2967 -1.6092 0.6902  0.33
6 O 2.1903 -2.4052 1.5973  -0.64
7 C 1.8713 -1.8554 -0.7364  -0.63
8 C 0.4635 -1.2921 -0.9684  -0.61
9 C -0.5943 -2.0840 -0.1913  -0.75
10 C -1.9296 -1.3632 -0.2560  0.57
11 O -2.7971 -1.6345 -1.0559  -0.61
12 N -2.0134 -0.3552 0.6614  0.45
13 N -2.9958 0.5578 0.8955  -1.05
14 C -4.0891 0.5884 0.2582  0.02
15 C -5.0846 1.6375 0.6046  -0.98
16 H 2.9538 3.6423 -0.4998  0.28
17 H 4.5762 3.0655 -0.8595  0.29
18 H 3.1862 2.3797 -1.7280  0.28
19 H 3.7091 1.9802 1.2902  0.34
20 H 3.0912 -0.1604 1.8954  0.29
21 H 1.8743 -2.9301 -0.9173  0.36
22 H 2.5727 -1.3604 -1.4065  0.41
23 H 0.4491 -0.2414 -0.6692  0.40
24 H 0.2307 -1.3369 -2.0333  0.33
25 H -0.7174 -3.0685 -0.6436  0.38
26 H -0.2801 -2.2144 0.8453  0.36
27 H -1.2349 -0.2211 1.2935  0.29
28 H -4.3597 -0.1039 -0.5349  0.41
29 H -6.0173 1.1701 0.9177  0.27
30 H -4.7064 2.2675 1.4045  0.29
31 H -5.2982 2.2475 -0.2721  0.26

Cartesian forces, eV/Å:
0.0 0.0 0.0
0.1 0.0 0.3
-0.1 0.1 -0.7
0.4 0.3 1.1
0.0 -0.1 -0.4
0.0 -0.2 0.2
-0.1 0.0 -0.1
0.1 -0.1 0.1
-0.1 0.2 -0.2
0.4 -0.2 0.2
-0.3 0.0 -0.2
0.2 0.0 0.2
0.0 0.4 0.4
-0.2 -0.3 -0.4
0.0 0.0 0.1
0.0 0.1 0.0
0.1 0.1 -0.1
0.0 0.0 -0.1
0.0 -0.1 0.0
-0.1 -0.1 -0.3
0.1 0.0 0.1
0.0 -0.1 0.0
0.0 0.0 -0.1
0.0 0.1 0.0
-0.1 0.0 0.1
0.0 0.0 0.0
-0.2 -0.1 -0.2
0.2 -0.1 0.1
-0.1 0.0 0.0
0.0 0.1 0.0
-0.1 0.1 0.0

Properties
SMILES = C/C=N/NC(=O)CCCC(=O)N/N=C/C
Total charge = 0
E = -722.0105 a.u.
ΔE to the lowest compared entry with this formula, charge and spin = 157.6 kJ/mol
Lowest unoccupied orbital energy = 0.71 eV
Multiplicity = 1
Gap between HOMO and LUMO = 9.902 eV
Largest force on an atom = 1.3 eV Å⁻¹


no.,highest occupied orbital energy (eV)
1,-11.66
2,-12.69
3,-11.96
4,-11.61
5,-11.84
6,-9.19